[1]
48
Properties=species:S:1:pos:R:3 method="wB97M-V/def2-TZVPD" e_above_lowest_kj_mol=35.45 spin_multiplicity=2 total_charge=-2 orbital_gap_ev="6.6 / 6.6"
Pd -0.97 -0.23 -1.78
Se -1.79 1.29 -3.51
C -3.69 1.19 -3.33
C -4.47 2.30 -3.68
C -5.85 2.27 -3.56
C -6.48 1.13 -3.07
C -5.71 0.03 -2.71
C -4.33 0.05 -2.84
H -3.98 3.19 -4.04
H -6.43 3.14 -3.83
H -7.56 1.11 -2.96
H -6.19 -0.87 -2.33
H -3.73 -0.82 -2.59
N 1.44 -5.11 -3.85
C 1.21 -3.82 -0.60
C 0.68 -2.69 -1.42
N -0.01 -1.68 -0.58
H 1.59 -5.01 -2.85
H 1.42 -4.17 -4.21
H 0.48 -5.45 -3.93
H 2.24 -3.82 -0.26
H 0.51 -4.43 -0.04
H -0.06 -3.02 -2.15
H 1.48 -2.19 -1.95
H 0.63 -1.35 0.14
H -0.78 -2.13 -0.09
F -1.90 -1.95 -2.53
Sb 1.15 -0.60 2.97
F 0.06 -2.20 2.33
F 0.38 0.80 0.48
F 2.30 -1.15 1.51
F 2.71 0.60 3.46
F 1.86 -1.82 4.29
C -0.18 3.70 1.25
Ge -1.12 2.88 -0.28
C -2.86 2.25 0.34
C -1.34 4.40 -1.52
C -0.07 1.30 -0.81
H -0.76 4.54 1.64
H 0.79 4.09 0.92
H 0.01 2.99 2.05
H -3.36 3.00 0.96
H -2.72 1.35 0.93
H -3.49 2.01 -0.52
H -1.95 5.16 -1.03
H -1.80 4.09 -2.45
H -0.36 4.84 -1.74
H 0.84 1.60 -1.33

---

[2]
54
Properties=species:S:1:pos:R:3 method="wB97M-V/def2-TZVPD" smiles="COCCCO[P@](=O)(O)OCOC(F)(F)F.C1CCOC1.C1CCOC1" orbital_gap_ev=10.1
C 4.55 -0.69 -0.22
O 3.36 -0.01 -0.56
C 3.16 0.12 -1.95
C 1.68 0.27 -2.23
C 1.03 1.29 -1.30
O -0.34 0.94 -0.99
P -1.44 1.77 -1.76
O -1.45 1.68 -3.24
O -1.28 3.23 -1.20
O -2.80 1.32 -1.03
C -3.67 0.39 -1.64
O -3.01 -0.83 -1.86
C -3.44 -1.91 -1.13
F -2.58 -2.95 -1.33
F -3.53 -1.61 0.22
F -4.74 -2.29 -1.50
H 4.71 -0.55 0.84
H 4.47 -1.75 -0.42
H 5.41 -0.29 -0.76
H 3.71 1.00 -2.32
H 3.55 -0.74 -2.48
H 1.16 -0.67 -2.10
H 1.53 0.58 -3.26
H 1.55 1.35 -0.36
H 1.03 2.28 -1.75
H -2.09 3.52 -0.76
H -4.47 0.25 -0.93
H -4.04 0.77 -2.59
C -0.74 5.33 3.71
C -0.06 4.12 3.06
C -1.18 3.58 2.18
O -1.96 4.71 1.78
C -1.59 5.85 2.55
H -0.05 6.07 4.09
H -1.38 5.00 4.53
H 0.78 4.45 2.45
H 0.30 3.38 3.77
H -1.82 2.89 2.73
H -0.81 3.08 1.28
H -1.02 6.55 1.92
H -2.50 6.36 2.88
C -0.09 -4.72 -0.26
C 0.20 -5.57 0.97
C 1.49 -6.28 0.56
O 2.17 -5.38 -0.31
C 1.31 -4.30 -0.69
H -0.73 -3.86 -0.07
H -0.56 -5.33 -1.04
H 0.39 -4.92 1.84
H -0.59 -6.26 1.23
H 1.27 -7.20 0.01
H 2.14 -6.52 1.40
H 1.62 -3.39 -0.18
H 1.39 -4.14 -1.77

---

[3]
30
Properties=species:S:1:pos:R:3 method="wB97M-V/def2-TZVPD" e_above_lowest_kj_mol=12.99 smiles="CCCCCCNCC(=O)C(F)(F)F" orbital_gap_ev=9.1
C -2.17 -2.53 0.79
C -1.13 -2.25 -0.27
C -0.67 -0.80 -0.40
C -1.72 0.32 -0.65
C -1.06 1.64 -0.88
C -0.46 2.32 0.35
C 1.97 1.53 0.62
C 2.12 0.41 -0.41
C 3.04 -0.73 -0.08
H -3.12 -1.95 0.66
H -1.89 -2.30 1.84
H -2.53 -3.53 0.79
H -0.23 -2.85 -0.19
H -1.54 -2.59 -1.22
H -0.15 -0.54 0.50
H 0.04 -0.75 -1.26
H -2.25 0.14 -1.62
H -2.55 0.33 0.10
H -0.27 1.51 -1.64
H -1.88 2.26 -1.31
H -1.24 2.58 1.06
H -0.05 3.29 0.02
H 0.60 1.89 2.07
H 2.22 2.44 0.09
H 2.66 1.33 1.40
N 0.54 1.57 1.11
O 1.65 0.59 -1.51
F 4.33 -0.41 -0.33
F 2.76 -1.85 -0.83
F 2.97 -1.10 1.22

---

[4]
11
Properties=species:S:1:pos:R:3 method="wB97M-V/def2-TZVPD" e_above_lowest_kj_mol=425.58 orbital_gap_ev=10.3
N 2.62 -0.91 -0.03
C 1.70 -0.24 0.13
C 0.51 0.63 0.28
C -0.53 0.25 -0.75
C -1.05 -0.61 0.70
O -0.26 0.30 1.43
H 0.81 1.67 0.30
H -1.15 1.11 -1.08
H -0.28 -0.37 -1.61
H -1.82 -0.25 0.03
H -0.56 -1.58 0.61

---

[5]
23
Properties=species:S:1:pos:R:3 method="wB97M-V/def2-TZVPD" e_above_lowest_kj_mol=230.45 smiles="C=CCC[C@@H](C)N.O" orbital_gap_ev=10.2
C 0.00 -0.48 2.56
C -0.93 -0.36 1.32
C -0.10 -0.81 0.13
C -0.92 -0.84 -1.22
C 0.39 0.17 -3.18
C 0.02 -0.81 -2.38
N -1.45 1.03 1.40
H 0.39 -1.46 2.76
H -0.58 -0.27 3.49
H 0.82 0.27 2.61
H -1.73 -1.07 1.54
H 0.33 -1.83 0.31
H 0.76 -0.18 0.05
H -1.59 -1.71 -1.06
H -1.62 -0.04 -1.32
H 1.19 0.21 -3.90
H -0.18 1.13 -3.21
H 0.26 -1.84 -2.68
H -0.75 1.61 1.84
H -1.41 1.33 0.42
H 2.23 1.21 0.12
H 2.85 2.59 0.15
O 2.01 2.14 0.27

---

[6]
126
Properties=species:S:1:pos:R:3 method="wB97M-V/def2-TZVPD" total_charge=-1 orbital_gap_ev=3.4
C 0.83 -1.93 0.18
C 0.36 -1.08 -1.01
N -1.06 -1.30 -1.35
N -1.88 -0.10 -1.25
C -2.28 0.06 0.12
C -3.77 -0.26 0.35
C -4.65 0.65 -0.52
C -5.75 -0.06 -1.31
C -5.22 -1.13 -2.25
O -6.30 -1.80 -2.91
C -6.81 -2.89 -2.18
H 1.55 -1.41 0.81
H 1.31 -2.86 -0.17
H -0.03 -2.23 0.77
H 0.98 -1.34 -1.88
H 0.50 -0.02 -0.80
H -1.08 -1.51 -2.33
H -1.70 -0.55 0.83
H -2.14 1.12 0.45
H -4.01 -0.10 1.41
H -3.93 -1.32 0.15
H -5.12 1.38 0.14
H -4.02 1.20 -1.22
H -6.49 -0.51 -0.63
H -6.28 0.66 -1.93
H -4.61 -0.68 -3.03
H -4.60 -1.86 -1.73
H -7.89 -2.93 -2.30
H -6.39 -3.83 -2.54
H -6.59 -2.80 -1.12
F -5.30 2.97 -2.56
C -4.25 3.73 -2.92
C -3.30 4.02 -1.97
C -2.21 4.80 -2.33
C -2.09 5.27 -3.63
C -3.06 4.95 -4.57
C -4.15 4.17 -4.23
H -3.41 3.62 -0.97
H -1.45 5.03 -1.60
H -1.24 5.88 -3.91
H -2.96 5.31 -5.59
H -4.91 3.90 -4.94
F 0.30 -0.32 2.98
C 1.06 -0.52 4.07
C 2.37 -0.91 3.91
C 3.15 -1.12 5.04
C 2.61 -0.94 6.31
C 1.28 -0.55 6.44
C 0.50 -0.33 5.32
H 2.77 -1.06 2.91
H 4.18 -1.44 4.93
H 3.21 -1.13 7.18
H 0.86 -0.42 7.43
H -0.53 -0.01 5.40
F 5.35 -3.31 -1.11
C 4.83 -3.26 -2.36
C 5.68 -3.00 -3.42
C 5.15 -2.94 -4.70
C 3.79 -3.14 -4.90
C 2.96 -3.39 -3.81
C 3.48 -3.46 -2.53
H 6.74 -2.84 -3.23
H 5.80 -2.74 -5.54
H 3.38 -3.08 -5.89
H 1.90 -3.53 -3.96
H 2.85 -3.65 -1.67
F 5.58 -0.31 -6.27
C 6.23 0.66 -5.61
C 6.06 0.75 -4.24
C 6.73 1.75 -3.55
C 7.55 2.64 -4.24
C 7.70 2.53 -5.61
C 7.03 1.53 -6.31
H 5.41 0.05 -3.73
H 6.60 1.84 -2.48
H 8.06 3.43 -3.70
H 8.33 3.23 -6.15
H 7.14 1.43 -7.38
F 0.02 4.31 0.47
C -0.90 4.73 1.36
C -2.05 3.99 1.54
C -2.98 4.44 2.47
C -2.76 5.61 3.18
C -1.59 6.33 2.98
C -0.65 5.89 2.06
H -2.20 3.08 0.98
H -3.89 3.87 2.63
H -3.49 5.95 3.90
H -1.42 7.24 3.53
H 0.27 6.44 1.89
F 1.74 -3.15 8.34
C 1.73 -4.42 7.90
C 1.56 -5.45 8.80
C 1.55 -6.75 8.33
C 1.71 -7.01 6.98
C 1.88 -5.95 6.09
C 1.89 -4.65 6.55
H 1.44 -5.23 9.86
H 1.41 -7.57 9.02
H 1.70 -8.03 6.61
H 2.00 -6.15 5.03
H 2.01 -3.81 5.87
F 3.15 -5.72 -6.40
C 2.63 -5.63 -7.63
C 3.48 -5.35 -8.69
C 2.94 -5.25 -9.97
C 1.57 -5.41 -10.16
C 0.74 -5.68 -9.08
C 1.27 -5.79 -7.80
H 4.54 -5.23 -8.51
H 3.58 -5.04 -10.81
H 1.15 -5.33 -11.15
H -0.32 -5.80 -9.23
H 0.65 -6.00 -6.94
F -4.81 5.10 5.93
C -4.28 5.71 7.01
C -3.45 4.99 7.85
C -2.91 5.63 8.95
C -3.20 6.96 9.21
C -4.04 7.66 8.35
C -4.59 7.04 7.24
H -3.23 3.96 7.62
H -2.25 5.09 9.61
H -2.77 7.46 10.07
H -4.27 8.70 8.55
H -5.24 7.56 6.56

---

[7]
84
Properties=species:S:1:pos:R:3 method="wB97M-V/def2-TZVPD" e_above_lowest_kj_mol=74.66 smiles=CC(C)O.CC(C)O.CC(C)O.CC(C)O.CC(C)O.CC(C)O.O.O.O.O orbital_gap_ev=10.5
C -0.01 -0.63 -3.98
C -0.97 -0.75 -2.83
C -2.13 -1.72 -3.04
O -0.30 -1.04 -1.58
H 0.81 0.00 -3.62
H -0.48 -0.16 -4.83
H 0.37 -1.61 -4.27
H -1.40 0.24 -2.62
H -2.56 -1.58 -4.04
H -2.91 -1.75 -2.31
H -1.71 -2.74 -3.07
H -0.05 -2.00 -1.66
C 3.92 -4.36 0.95
C 2.67 -3.61 0.43
C 2.88 -2.12 0.40
O 2.29 -3.98 -0.91
H 3.72 -5.42 0.94
H 4.04 -4.01 1.96
H 4.81 -4.06 0.41
H 1.89 -3.92 1.08
H 1.97 -1.60 0.00
H 3.67 -1.92 -0.33
H 3.10 -1.69 1.35
H 2.29 -4.93 -1.05
C -0.27 3.92 -2.80
C 0.67 4.63 -1.95
C 0.43 4.25 -0.51
O 1.99 4.33 -2.35
H -1.25 4.37 -2.78
H -0.34 2.84 -2.69
H 0.12 4.09 -3.82
H 0.47 5.67 -2.07
H -0.58 4.53 -0.08
H 1.23 4.72 0.05
H 0.53 3.19 -0.34
H 2.60 4.74 -1.71
C -3.38 1.86 -0.11
C -4.85 1.54 -0.10
C -5.47 1.96 1.21
O -5.51 2.17 -1.23
H -2.89 1.48 0.77
H -3.25 2.95 -0.17
H -3.04 1.48 -1.05
H -5.06 0.48 -0.23
H -5.31 3.04 1.39
H -5.03 1.37 2.09
H -6.54 1.75 1.27
H -6.42 2.44 -1.07
C 3.08 2.93 2.58
C 3.57 2.46 1.22
C 5.05 1.98 1.32
O 2.71 1.37 0.76
H 3.66 3.74 2.95
H 2.94 2.07 3.23
H 2.06 3.39 2.56
H 3.50 3.37 0.54
H 5.13 1.34 2.21
H 5.65 2.87 1.57
H 5.46 1.55 0.43
H 2.93 1.07 -0.11
C -1.12 -5.12 2.79
C -0.72 -3.72 2.35
C -0.65 -3.55 0.86
O -1.65 -2.80 2.94
H -1.07 -5.16 3.88
H -0.44 -5.92 2.41
H -2.08 -5.43 2.43
H 0.25 -3.50 2.87
H -0.31 -2.52 0.64
H -1.72 -3.63 0.56
H -0.05 -4.26 0.36
H -2.27 -2.57 2.25
O 2.44 1.23 -2.00
H 2.48 2.17 -2.13
H 1.53 0.95 -1.85
O -2.21 0.21 2.77
H -2.12 -0.66 3.14
H -1.35 0.25 2.35
O -3.46 -1.49 1.03
H -2.94 -1.22 0.28
H -3.49 -0.64 1.45
O -0.12 0.44 0.97
H -0.26 -0.27 0.29
H 0.82 0.68 0.99

---

[8]
13
Properties=species:S:1:pos:R:3 method="wB97M-V/def2-TZVPD" e_above_lowest_kj_mol=278.01 smiles="O=C1C[C@@]2(F)C[C@@H]2O1" orbital_gap_ev=10.4
C 0.56 0.53 0.02
C 1.72 -0.36 -0.22
C 0.38 -0.99 -0.11
C -1.63 -0.10 -0.28
C -0.76 0.81 0.67
H 2.23 -0.08 -1.14
H 2.37 -0.70 0.60
H 0.28 -1.47 0.86
H -1.06 1.86 0.53
H -0.85 0.49 1.70
O -0.81 -1.06 -0.87
O -2.80 -0.03 -0.49
F 0.37 1.11 -1.27